(1)
{
  "formula": "C29H52IrN3O2S2Si4",
  "method": "the ωB97M-V functional and the def2-TZVPD basis",
  "elements": ["Ir", "C", "Si", "C", "C", "C", "Si", "C", "C", "C", "Si", "C", "C", "C", "C", "C", "C", "C", "N", "H", "H", "H", "H", "H", "H", "H", "H", "H", "H", "H", "H", "H", "H", "H", "H", "H", "H", "H", "H", "H", "H", "H", "H", "H", "H", "H", "H", "C", "Si", "C", "C", "C", "C", "C", "C", "N", "C", "S", "H", "H", "H", "H", "H", "H", "H", "H", "H", "H", "H", "H", "C", "C", "C", "C", "O", "H", "H", "H", "H", "H", "H", "H", "H", "H", "C", "C", "O", "H", "H", "H", "S", "C", "N"],
  "coordinates": [[-19.232382, -6.946259, -4.051592], [-19.923809, -10.591098, -7.021863], [-18.958423, -9.501858, -8.265072], [-17.198841, -10.246716, -8.405828], [-19.656096, -9.859953, -10.048691], [-18.769389, -7.690552, -7.793542], [-21.473287, -6.221413, -7.474901], [-22.621166, -5.493066, -6.099947], [-21.797129, -6.263475, -9.399689], [-20.853804, -4.452182, -7.803845], [-17.374225, -6.659562, -8.607755], [-17.537791, -6.496398, -10.530686], [-17.127225, -4.928654, -7.905397], [-15.576546, -7.287417, -8.404404], [-14.817878, -7.988126, -9.368989], [-13.494287, -8.364695, -9.146138], [-12.850485, -7.909380, -7.982549], [-13.609851, -7.124912, -7.139669], [-14.954322, -6.934501, -7.249026], [-19.566743, -11.599909, -7.145432], [-21.000537, -10.667220, -7.167560], [-19.684627, -10.313164, -5.999056], [-17.410415, -11.240726, -8.927599], [-16.795912, -10.453683, -7.405091], [-16.507627, -9.619085, -8.988410], [-20.710522, -9.498660, -10.121764], [-19.632730, -10.943370, -10.313971], [-19.069082, -9.376287, -10.797564], [-23.426684, -4.998262, -6.666642], [-22.217861, -4.753370, -5.453762], [-23.131540, -6.204565, -5.423467], [-22.397668, -5.399379, -9.628228], [-22.259191, -7.211446, -9.786032], [-20.900178, -5.963867, -9.974813], [-20.280757, -3.962668, -6.997866], [-21.810863, -3.865966, -8.060717], [-20.251313, -4.310123, -8.724831], [-18.536500, -6.053298, -10.785668], [-17.436402, -7.385357, -11.180112], [-16.786288, -5.811794, -10.890029], [-18.068743, -4.518684, -7.549190], [-16.745071, -4.276551, -8.671826], [-16.415702, -5.027716, -7.067881], [-15.263012, -8.262400, -10.304100], [-13.021066, -9.084397, -9.783064], [-11.780910, -7.939272, -7.816744], [-13.155075, -6.722377, -6.239823], [-14.518706, -9.742460, -3.115168], [-15.443555, -9.588702, -1.436005], [-14.079829, -9.168354, -0.218339], [-16.500340, -11.099147, -0.892525], [-16.427188, -8.016498, -1.581743], [-16.597026, -7.341112, -0.360178], [-17.487122, -6.268669, -0.292131], [-18.316726, -6.007064, -1.395111], [-18.097201, -6.668643, -2.531496], [-17.101623, -7.587312, -2.729085], [-17.114966, -8.071025, -4.383010], [-13.897683, -10.623008, -3.113037], [-13.887826, -8.838555, -3.143196], [-15.142416, -9.807198, -4.006093], [-13.171964, -9.722240, -0.448339], [-14.332800, -9.378432, 0.827874], [-13.890694, -8.116977, -0.267176], [-16.098931, -11.455350, 0.024674], [-16.425523, -11.901008, -1.616511], [-17.515157, -10.860080, -0.731320], [-15.924387, -7.611832, 0.493551], [-17.647123, -5.756838, 0.668414], [-18.946220, -5.119873, -1.429345], [-22.185382, -9.575914, -3.159819], [-21.325999, -8.455071, -2.472074], [-21.029362, -8.830044, -1.010837], [-22.017404, -6.987244, -2.680897], [-20.091492, -8.521051, -3.149607], [-23.239570, -9.285376, -2.903729], [-21.958117, -10.536257, -2.664396], [-22.100762, -9.629078, -4.244863], [-21.987589, -8.882264, -0.435585], [-20.470517, -7.993931, -0.518680], [-20.519857, -9.820285, -0.864859], [-22.994120, -7.049218, -2.164937], [-22.195846, -6.830887, -3.744561], [-21.450967, -6.154269, -2.253070], [-22.633239, -7.805270, -7.432315], [-19.707832, -7.123370, -7.017789], [-20.117685, -7.469993, -5.837275], [-23.620066, -7.508299, -7.840430], [-22.769048, -8.214314, -6.413782], [-22.275571, -8.542362, -8.144378], [-18.844179, -4.953849, -4.996254], [-19.167550, -4.002001, -3.697438], [-19.403445, -3.267948, -2.790112]],
  "forces_ev_per_a": [[-0.818, -1.106, -2.605], [0.310, 0.531, -0.398], [0.351, -0.746, -0.674], [-0.973, -0.935, -0.276], [-1.036, -0.394, 1.051], [2.998, -1.349, -3.059], [1.799, -1.235, -0.573], [-1.473, -0.631, 0.439], [-0.079, -0.360, -1.187], [-0.221, 2.914, -1.207], [0.077, -0.088, -0.284], [-1.199, -0.266, 0.048], [-0.541, -0.685, 0.429], [1.448, -0.402, 0.554], [0.338, 0.052, 0.359], [-0.453, 0.192, 1.066], [-0.499, 0.824, -0.968], [-1.479, -0.445, 0.586], [0.921, 0.251, -0.712], [0.372, -0.579, -0.196], [-0.084, 0.424, 0.058], [-0.190, 0.241, 0.180], [0.634, 1.126, 0.555], [0.130, 0.098, -0.285], [-0.332, -0.558, 0.248], [0.691, -0.261, -0.116], [-0.110, 0.582, 0.461], [0.421, 0.618, -0.540], [0.188, -0.118, -0.101], [0.893, 0.788, 0.321], [0.368, 0.011, -0.635], [-1.024, 0.194, -0.075], [0.496, 1.034, 0.212], [0.059, -0.787, 0.487], [-0.639, -0.359, -0.078], [1.257, -0.577, 0.722], [-0.124, -0.565, 0.453], [0.732, -0.295, 0.236], [-0.114, 0.052, 0.596], [0.377, 0.464, -0.001], [0.021, 0.115, 0.057], [0.360, 0.297, -0.327], [-0.348, 0.199, -0.348], [-0.326, -0.198, -0.334], [0.324, 0.054, -0.573], [-0.042, -0.546, -0.020], [-0.099, 0.096, 0.015], [-0.448, -0.025, 0.851], [0.416, -0.156, -1.529], [-0.288, -0.910, 0.682], [1.407, 0.733, -0.928], [0.467, -0.587, 0.676], [0.126, 0.496, -0.545], [-0.569, -0.167, 0.715], [1.925, 0.081, 0.618], [0.540, 0.682, 2.057], [-0.801, 0.357, 1.567], [0.578, -0.388, -0.115], [0.558, -0.357, 0.053], [-0.145, -0.308, -0.240], [-0.044, 0.231, 0.181], [0.126, -0.001, -0.030], [-0.002, -0.089, -0.102], [0.349, 0.699, -0.221], [0.391, -0.420, 0.947], [-0.058, -0.142, -0.236], [-1.230, 0.387, 0.032], [-1.032, 0.257, -0.686], [0.119, 0.000, -0.671], [-0.427, -0.584, 0.012], [-1.329, 1.134, 1.710], [0.642, 0.160, -1.467], [-1.021, 0.704, 1.087], [-0.100, -2.273, 1.035], [0.184, 0.634, -0.411], [0.461, -0.715, -0.311], [-0.076, 0.281, -0.499], [0.360, 0.168, 0.159], [0.475, -0.094, -0.318], [-0.059, -0.804, -0.442], [-0.258, 1.048, -0.511], [0.244, 0.272, -0.215], [0.168, -0.055, 0.091], [0.140, -0.254, -0.062], [-1.427, -1.006, 0.087], [-3.611, 2.868, 0.728], [-1.245, -0.972, 2.640], [0.354, 0.141, 0.370], [0.376, 0.244, -0.489], [0.401, -0.210, 0.181], [0.136, 0.070, -1.063], [-0.727, 3.220, 3.454], [0.594, -2.021, -2.405]],
  "lowdin_charge": [1.04, -0.16, 0.53, -0.18, -0.18, -0.28, 0.43, -0.15, -0.17, -0.21, 0.61, -0.18, -0.19, -0.30, -0.11, -0.08, -0.09, -0.15, 0.06, 0.01, 0.02, 0.02, 0.04, 0.03, -0.01, 0.02, 0.03, -0.01, 0.05, 0.02, 0.03, 0.01, 0.04, 0.02, -0.01, 0.06, 0.04, 0.02, 0.02, 0.01, -0.04, 0.02, 0.02, 0.08, 0.09, 0.09, 0.10, -0.20, 0.58, -0.20, -0.14, -0.25, -0.09, -0.06, -0.11, -0.24, -0.70, 0.67, 0.01, 0.04, -0.03, 0.03, 0.03, 0.02, 0.00, 0.02, 0.00, 0.10, 0.10, 0.08, -0.04, -0.67, -0.06, -0.04, -0.39, 0.08, 0.07, 0.06, 0.08, 0.08, 0.09, 0.07, 0.03, 0.06, -0.15, -0.59, -0.42, 0.05, 0.04, 0.01, 0.65, -0.81, 0.04],
  "spin_multiplicity": 6,
  "orbital_gap_ev": [4.75, 5.05],
  "charge": -1,
  "homo_energy_ev": [-2.2380, -4.7284],
  "total_energy_ev": -95498.2301,
  "fmax_ev_per_a": 4.778,
  "e_lumo_ev": [2.5, 0.3]
}

=====

(2)
{
  "formula": "C27H26IrOP2S3",
  "method": "the ωB97M-V functional and the def2-TZVPD basis",
  "elements": ["Ir", "S", "P", "C", "P", "S", "C", "C", "C", "C", "C", "C", "C", "C", "C", "C", "C", "C", "C", "C", "C", "C", "C", "C", "C", "C", "C", "C", "C", "C", "H", "H", "H", "H", "H", "H", "H", "H", "H", "H", "H", "H", "H", "H", "H", "H", "H", "H", "H", "H", "C", "S", "C", "O", "H", "H", "H", "H", "H", "H"],
  "coordinates": [[1.185989, 1.745789, -1.839679], [-0.761115, 2.958994, -1.765875], [-1.120920, 1.427323, -0.457251], [0.050790, 0.407244, -1.152358], [0.855254, -1.077887, -1.464282], [2.403468, -0.215159, -2.506817], [-0.048705, -2.202789, -2.527561], [-0.224136, -3.542700, -2.192004], [-0.936736, -4.372128, -3.048084], [-1.470575, -3.863222, -4.221768], [-1.299583, -2.522438, -4.552161], [-0.590359, -1.688157, -3.708191], [1.476037, -2.026448, -0.072500], [2.638869, -2.777247, -0.239805], [3.137586, -3.508962, 0.825321], [2.484746, -3.487164, 2.052498], [1.335060, -2.729474, 2.222293], [0.827867, -1.995326, 1.159570], [-0.577125, 1.797623, 1.248899], [0.575061, 1.214873, 1.766147], [0.937984, 1.431584, 3.088662], [0.172172, 2.260997, 3.896191], [-0.950473, 2.886844, 3.370775], [-1.324793, 2.655596, 2.056170], [-2.750276, 0.695243, -0.244935], [-2.925250, -0.663089, -0.487365], [-4.168967, -1.244258, -0.293167], [-5.243240, -0.468389, 0.118100], [-5.082794, 0.897929, 0.313947], [-3.844223, 1.483904, 0.121136], [0.186386, -3.933260, -1.269938], [-1.079108, -5.413803, -2.793450], [-2.029782, -4.511995, -4.883010], [-1.725446, -2.130919, -5.466189], [-0.454108, -0.640960, -3.950488], [3.146759, -2.784778, -1.196407], [4.039459, -4.093232, 0.700893], [2.877623, -4.062986, 2.880120], [0.832745, -2.707283, 3.180415], [-0.071950, -1.403458, 1.290279], [1.178756, 0.567926, 1.141048], [1.817251, 0.943675, 3.491273], [0.450819, 2.421909, 4.929196], [-1.537968, 3.555733, 3.985754], [-2.203489, 3.150235, 1.666058], [-2.096736, -1.275889, -0.828116], [-4.296672, -2.303631, -0.470627], [-6.211594, -0.925372, 0.271856], [-5.926837, 1.507132, 0.608257], [-3.735393, 2.553790, 0.240944], [4.288423, 2.960525, 0.427219], [3.324505, 4.203811, -0.418845], [2.310652, 4.728309, 0.952317], [2.393346, 3.429513, -1.318989], [4.879261, 3.437572, 1.208723], [4.943577, 2.498553, -0.308443], [3.603436, 2.221916, 0.843235], [2.918273, 5.358203, 1.602489], [1.925601, 3.860419, 1.484797], [1.490602, 5.309239, 0.533720]],
  "forces_ev_per_a": [[0.615, -0.747, 0.105], [-1.307, 0.952, 0.774], [-0.292, 0.358, 0.668], [0.531, -0.417, -0.326], [1.080, -0.270, -0.697], [0.267, -0.093, 0.356], [-0.277, 0.109, 0.123], [-0.042, 0.056, 0.000], [0.000, -0.007, 0.012], [-0.005, 0.009, 0.017], [-0.015, 0.013, 0.003], [-0.023, -0.042, 0.033], [-0.142, 0.177, 0.189], [-0.047, -0.020, 0.021], [-0.015, -0.017, 0.000], [0.020, 0.017, -0.015], [-0.028, 0.012, 0.012], [-0.085, -0.154, -0.061], [-0.095, 0.230, -0.088], [-0.005, -0.076, -0.064], [0.038, 0.031, 0.040], [0.037, -0.009, -0.062], [0.008, 0.043, -0.031], [0.003, -0.052, -0.033], [-0.230, 0.398, -0.445], [0.156, -0.068, 0.070], [-0.067, -0.015, 0.026], [0.064, -0.027, -0.024], [-0.010, -0.001, -0.014], [0.071, -0.082, 0.000], [0.001, -0.029, -0.012], [0.018, 0.001, -0.004], [0.011, 0.000, -0.005], [0.016, 0.001, -0.001], [0.014, -0.006, -0.034], [0.029, 0.021, 0.017], [-0.012, -0.006, -0.004], [0.004, 0.013, 0.002], [-0.004, -0.011, -0.004], [0.017, -0.068, 0.007], [0.026, 0.099, 0.048], [0.000, 0.003, -0.021], [0.003, 0.011, -0.005], [-0.011, -0.021, -0.001], [-0.021, 0.009, 0.005], [-0.042, 0.029, 0.023], [-0.013, -0.001, -0.004], [0.000, 0.002, -0.007], [0.004, 0.000, -0.011], [-0.011, 0.018, 0.000], [0.023, -0.003, 0.000], [0.014, -0.256, 0.150], [-0.050, 0.031, 0.021], [-0.201, -0.096, -0.775], [-0.001, 0.001, -0.008], [0.005, 0.008, 0.003], [-0.001, -0.001, 0.013], [-0.009, -0.023, 0.011], [-0.041, -0.053, 0.020], [0.028, 0.020, -0.013]],
  "lowdin_charge": [0.74, 0.30, 0.51, -0.80, 0.52, 0.29, -0.35, -0.07, -0.06, -0.06, -0.06, -0.08, -0.37, -0.09, -0.06, -0.06, -0.06, -0.09, -0.32, -0.12, -0.07, -0.07, -0.06, -0.07, -0.32, -0.07, -0.06, -0.06, -0.06, -0.08, 0.11, 0.11, 0.11, 0.11, 0.10, 0.10, 0.11, 0.11, 0.11, 0.10, 0.07, 0.11, 0.11, 0.11, 0.10, 0.09, 0.11, 0.11, 0.11, 0.10, -0.23, 0.92, -0.23, -0.75, 0.07, 0.06, 0.05, 0.07, 0.05, 0.07],
  "orbital_gap_ev": [6.58, 6.63],
  "charge": 1,
  "homo_energy_ev": [-10.3215, -10.2513],
  "total_energy_ev": -84384.9132,
  "fmax_ev_per_a": 1.792,
  "e_lumo_ev": [-3.7, -3.6]
}